No. 1
88
Properties=species:S:1:pos:R:3:forces:R:3:mulliken_spin:R:1 method="wB97M-V/def2-TZVPD" gap_ev="4.68 / 3.65" charge=+1 fmax_ha_per_bohr=0.086 e_homo_ev="-8.163 / -8.163" spin_multiplicity=2
O -5.30291 -2.00712 4.85084 -0.621 -1.365 -4.141 0.00
B -4.96593 -1.05428 3.88210 1.365 0.792 0.361 0.00
O -3.69871 -0.41667 3.84536 -0.740 -1.228 -0.797 0.00
O -5.85162 -0.65651 2.80325 -1.180 -1.407 2.457 0.00
C -7.03248 -1.35093 3.02900 -1.125 -1.005 -0.617 0.00
C -7.19609 -2.65518 2.36868 -2.210 1.301 1.688 0.00
C -8.44411 -3.38551 2.65918 1.069 2.288 0.635 0.00
C -9.41152 -2.77682 3.55111 1.081 -0.820 -1.172 0.00
N -9.19456 -1.54834 4.12550 1.143 -0.059 -0.608 0.00
C -8.05663 -0.81400 3.92353 1.688 -1.285 -1.884 0.00
H -5.31166 -2.90507 4.46264 -0.358 0.361 0.284 0.00
H -3.09707 -1.15952 3.66193 -0.430 0.418 0.284 0.00
H -6.37826 -3.06926 1.70290 -1.350 1.344 0.839 0.00
H -8.58630 -4.38532 2.18649 -0.232 1.067 0.682 0.00
H -10.36368 -3.29964 3.77763 0.827 0.668 -0.051 0.00
H -9.89394 -1.13690 4.75284 0.251 -0.449 -0.335 0.00
H -7.83772 0.16872 4.39873 -0.710 -0.987 -0.167 0.00
N -4.22979 -0.46236 7.50435 0.246 0.447 0.509 0.00
O -4.39752 -1.11792 8.54268 -0.028 -0.137 -0.138 0.00
O -4.45417 -0.99758 6.38065 0.910 1.157 2.238 0.00
O -3.84068 0.71804 7.56230 0.027 0.045 -0.180 0.00
B -3.99506 -0.64046 -0.15315 -1.921 0.692 1.028 -0.01
F -3.54011 -1.16804 1.08317 0.521 -0.157 -0.621 -0.01
F -4.32436 0.71197 0.00162 0.579 -0.777 -0.284 0.00
F -2.93790 -0.76266 -1.14317 1.253 -0.126 -0.716 -0.25
F -5.12177 -1.36298 -0.58939 0.881 0.102 0.074 0.00
C -5.47504 -6.66234 1.08320 0.130 -0.361 -0.096 0.00
Cl -6.00164 -5.09528 1.74210 0.479 -1.153 -0.196 0.00
Cl -6.89497 -7.59818 0.59162 0.155 0.176 0.084 0.00
Cl -4.43042 -6.38772 -0.32007 -0.150 0.027 0.186 0.00
Cl -4.57924 -7.55126 2.32553 -0.122 0.151 -0.122 0.00
Mg -1.03343 -0.68554 -2.29738 -0.934 0.846 0.221 1.23
O -2.01574 5.99232 -1.80860 0.023 -0.037 -0.013 -0.83
C -1.26429 4.89761 -1.95916 1.005 -0.736 0.047 0.01
C -2.17123 3.71204 -2.51840 -0.156 2.038 -0.649 -0.13
O -1.42455 2.58901 -2.65820 -1.621 -0.556 2.661 0.54
H -0.77969 4.49622 -1.05186 -0.584 0.136 0.368 -0.02
H -0.41207 4.97027 -2.65830 -0.396 0.379 -0.449 -0.02
H -2.64545 4.10611 -3.43078 0.298 -0.311 -0.212 0.02
H -3.03180 3.63976 -1.83655 0.300 -0.804 0.188 0.04
C 3.49395 3.61323 0.16436 0.255 0.250 0.078 0.00
C 3.30990 2.16991 -0.38221 -0.319 0.464 0.683 0.02
C 3.42342 1.13899 0.76198 -0.026 -0.259 0.095 -0.01
C 4.84868 0.90334 1.23568 -0.009 -0.001 0.003 0.00
C 5.74023 0.53900 0.05651 0.003 -0.198 0.046 0.00
C 5.67693 1.58322 -1.07455 0.727 0.212 0.491 -0.01
N 4.28434 1.92401 -1.48141 -0.253 0.157 -0.683 0.00
O 3.79207 0.84391 -2.24611 -0.752 -0.926 -2.303 0.00
C 6.43466 2.84712 -0.61351 -0.045 0.190 0.204 0.00
C 6.51138 1.07163 -2.26362 -0.412 -0.220 -0.289 0.00
C 1.84452 2.14217 -0.86442 0.222 -0.369 -0.419 -0.13
H 2.65519 4.25931 -0.10586 -0.081 -0.200 0.039 0.00
H 3.57534 3.63064 1.25484 0.011 -0.007 -0.051 0.00
H 4.36174 4.12448 -0.24203 0.047 -0.187 0.000 0.00
H 3.01048 0.17612 0.43299 0.051 0.066 -0.207 0.00
H 2.80752 1.45257 1.61330 -0.060 0.158 -0.127 0.00
H 5.22898 1.78796 1.75490 0.006 0.010 -0.050 0.00
H 4.86328 0.09002 1.96778 0.030 0.057 0.012 0.00
H 6.77107 0.42583 0.40840 0.016 0.077 -0.152 0.00
H 5.43929 -0.44489 -0.32219 -0.087 0.103 -0.106 0.00
H 6.32681 3.65521 -1.34106 -0.096 -0.066 0.040 0.00
H 7.50474 2.64502 -0.51437 -0.098 -0.177 -0.063 0.00
H 6.11327 3.21209 0.36141 -0.062 0.021 -0.090 0.00
H 6.17654 0.09545 -2.62204 -0.152 0.090 0.108 0.00
H 7.55964 0.95082 -1.97874 -0.113 0.142 0.159 0.00
H 6.47760 1.77702 -3.10046 -0.057 0.038 0.055 0.00
H 1.68964 2.82025 -1.70730 0.016 -0.043 0.026 0.00
H 1.17503 2.45540 -0.05868 0.209 0.129 0.066 -0.01
H 1.51986 1.14166 -1.16697 0.172 0.002 -0.098 0.12
C 4.95743 -0.22347 -7.10289 0.596 -0.440 0.161 0.00
O 3.86978 0.36453 -7.04876 -0.153 -0.057 1.326 0.00
N 5.51208 -0.93487 -6.10184 -0.472 0.461 -0.718 0.00
C 6.80044 -1.59826 -6.24345 0.086 -0.125 0.238 0.00
C 4.80239 -1.04255 -4.84359 -0.006 0.047 -0.671 -0.01
H 5.57228 -0.20448 -8.01112 -0.160 0.042 0.009 0.00
H 6.66965 -2.66997 -6.08561 0.113 0.031 -0.046 0.00
H 7.49005 -1.20148 -5.49675 0.045 -0.070 -0.079 0.00
H 7.21503 -1.43182 -7.23625 -0.117 0.044 0.047 0.00
H 3.82296 -1.50804 -5.02544 0.033 -0.339 0.100 0.01
H 4.65207 -0.04020 -4.43687 1.261 -0.402 0.779 -0.01
H 5.36476 -1.63965 -4.13143 -0.124 0.169 0.050 0.00
N -0.48578 -1.25674 3.66940 -0.091 0.072 0.049 0.00
H 0.44634 -0.83499 3.68599 -0.070 0.019 0.022 0.00
H -0.90915 -1.11664 2.74507 -0.086 0.091 0.057 0.00
H -0.41127 -2.25835 3.86334 -0.019 0.071 0.047 0.00
H -1.07677 -0.81122 4.38658 -0.064 0.069 0.003 0.00
Ca 2.82552 0.73080 -4.71737 -1.221 1.541 1.579 0.07
Br -0.15493 1.84396 -4.20067 1.944 -1.416 -1.810 0.35



No. 2
74
Properties=species:S:1:pos:R:3:forces:R:3:lowdin_charge:R:1 method="wB97M-V/def2-TZVPD" gap_ev=9.32 smiles="CC[C@H](I)[C@H](COCBr)O[C@@H](I)CB(O)O.CCOC(C)=O.CCOC(C)=O.CCOC(C)=O" charge=0 fmax_ha_per_bohr=0.050 e_homo_ev=-9.318 spin_multiplicity=1
C -0.80864 3.35664 4.69041 -0.204 -0.381 -0.745 -0.11
C -1.09848 1.94164 4.05905 0.106 1.547 0.292 -0.28
C -1.53115 2.18897 2.58447 1.234 -0.613 -0.045 -0.63
I -3.58008 2.85523 2.35876 0.557 -0.009 0.107 0.93
C -1.16256 0.99953 1.61049 -1.556 0.492 2.016 -0.42
C -1.54646 -0.35557 2.29558 0.376 -0.284 -0.045 -0.20
O -2.83585 -0.31840 2.91915 -0.465 -0.704 -0.797 -0.26
C -3.75228 -1.16556 2.26903 0.314 0.680 0.767 -0.54
Br -4.09654 -0.52107 0.41763 -0.143 -0.451 0.239 0.60
O 0.24916 1.02139 1.50690 -0.360 -0.370 -1.167 -0.15
C 0.76565 0.88855 0.20880 1.705 0.331 -0.223 -0.66
I -0.15987 -0.69733 -1.00248 0.294 0.242 0.144 0.91
C 0.93787 2.23507 -0.56120 -0.317 -0.367 -0.398 -0.09
B -0.39287 2.90619 -1.14189 -0.624 1.330 -0.080 -0.62
O -0.67210 4.25579 -0.75159 -0.083 -1.586 -0.705 0.10
O -1.33630 2.30623 -1.99286 1.192 -0.118 1.614 0.09
H -0.08808 3.85342 4.00688 -0.134 -0.188 0.652 0.07
H -0.39087 3.28353 5.70762 -0.248 0.118 -0.433 0.07
H -1.71165 3.99941 4.66435 0.386 -0.447 0.300 0.05
H -0.12445 1.41101 4.09184 -0.628 0.014 -0.287 0.12
H -1.84209 1.39437 4.65953 0.252 0.082 -0.419 0.11
H -0.90671 3.03217 2.22384 -0.645 -0.325 0.041 0.08
H -1.73015 1.19793 0.68560 0.643 -0.440 0.021 0.06
H -1.52361 -1.21128 1.59762 0.194 0.528 0.088 0.06
H -0.80226 -0.57361 3.08897 -0.336 0.341 -0.441 0.14
H -4.71276 -1.10467 2.79721 0.420 0.010 -0.228 0.06
H -3.37772 -2.20156 2.23172 -0.208 0.420 -0.351 0.09
H 1.79315 0.50115 0.34544 -0.693 -0.017 0.020 0.09
H 1.65275 2.06899 -1.39983 -0.415 -0.146 0.455 0.12
H 1.44634 2.92814 0.14166 -0.350 -0.356 -0.307 0.12
H 0.05191 4.81207 -1.03817 0.296 0.381 0.392 0.09
H -2.18354 2.43330 -1.55284 -0.532 0.289 -0.510 0.10
O -9.00769 -0.02001 6.20532 0.183 0.030 0.077 0.11
C -8.65780 0.26023 5.09222 -0.457 0.041 0.009 -0.54
O -7.45779 0.82815 4.89988 0.511 -0.092 0.204 0.01
C -6.87039 1.02732 3.60957 -0.030 0.200 -0.167 -0.25
C -7.34650 2.32419 2.98821 -0.149 0.039 -0.024 -0.08
C -9.57812 0.06677 3.91649 0.089 -0.474 -0.373 0.01
H -7.04173 0.16358 2.96313 -0.123 0.034 0.002 0.11
H -5.79402 1.08102 3.77376 -0.057 -0.029 0.196 0.07
H -8.42427 2.31656 2.81883 0.038 -0.052 -0.080 0.07
H -6.84886 2.49681 2.03224 -0.002 -0.023 0.013 0.06
H -7.13456 3.16322 3.65249 0.103 -0.051 -0.002 0.09
H -10.23768 0.93046 3.83510 0.026 -0.011 -0.008 0.10
H -10.17755 -0.82429 4.09402 -0.086 0.152 0.163 0.09
H -9.06088 -0.08858 2.97187 -0.031 0.207 -0.030 0.07
O 4.02807 -0.23396 -3.90425 0.135 -0.201 0.159 0.10
C 3.30953 -1.02539 -4.45367 -0.123 0.398 -0.323 -0.53
O 3.57301 -2.33650 -4.35717 0.225 -0.266 0.438 -0.01
C 2.68342 -3.36340 -4.81019 -0.090 -0.161 -0.273 -0.23
C 2.88231 -3.65402 -6.28327 0.037 0.143 -0.114 -0.06
C 2.17146 -0.56524 -5.32337 -0.560 -0.027 0.232 0.02
H 1.64845 -3.11758 -4.56691 0.034 0.094 -0.038 0.11
H 2.93457 -4.25083 -4.22965 0.122 0.145 0.100 0.12
H 2.65308 -2.78332 -6.89914 -0.089 -0.038 0.021 0.07
H 2.24198 -4.47829 -6.60021 0.018 0.007 0.023 0.08
H 3.92160 -3.91962 -6.47989 -0.029 -0.069 0.065 0.09
H 2.55150 -0.34516 -6.32092 -0.004 -0.025 0.020 0.10
H 1.75435 0.34248 -4.89091 0.204 0.069 -0.072 0.09
H 1.35317 -1.27863 -5.39163 0.090 -0.061 -0.173 0.07
O 9.97383 -3.74967 -3.22981 -0.081 -0.036 -0.154 0.10
C 9.09142 -3.18516 -2.64212 0.310 0.143 0.160 -0.54
O 8.00679 -2.77579 -3.31323 -0.243 -0.240 -0.357 0.00
C 6.82415 -2.26600 -2.68185 -0.154 0.273 0.064 -0.23
C 6.94142 -0.78336 -2.40245 0.222 0.085 0.161 -0.07
C 9.22229 -2.85098 -1.18003 -0.278 -0.349 0.424 0.01
H 6.58073 -2.84288 -1.78725 0.110 0.016 0.021 0.11
H 6.01235 -2.43452 -3.38839 0.143 -0.058 -0.073 0.11
H 7.75423 -0.56706 -1.70590 -0.047 -0.063 0.052 0.07
H 6.01254 -0.40122 -1.97979 -0.015 -0.016 -0.098 0.07
H 7.15747 -0.24066 -3.32277 -0.135 -0.041 -0.027 0.09
H 9.77342 -1.91663 -1.07670 -0.030 -0.009 -0.005 0.10
H 9.78022 -3.64999 -0.69484 0.169 0.103 -0.136 0.09
H 8.27070 -2.77373 -0.65849 0.017 0.211 -0.042 0.07



No. 3
75
Properties=species:S:1:pos:R:3:forces:R:3:lowdin_charge:R:1 method="wB97M-V/def2-TZVPD" gap_ev=7.55 smiles="CCP(CC)C1=C(B(O)O)C(=O)OC1=O.CN(C)C=O.CN(C)C=O.CN(C)C=O.CN(C)C=O" charge=0 fmax_ha_per_bohr=0.016 e_homo_ev=-7.951 spin_multiplicity=1
C -0.90985 0.46239 4.47569 0.156 0.187 -0.312 -0.16
C -0.90527 0.68166 2.94552 0.313 -0.168 0.016 -0.38
P -0.56842 -0.89833 2.04035 0.003 -0.370 0.708 1.06
C -1.93299 -1.13205 0.84253 -0.257 0.199 -0.381 -0.40
C -1.59447 -2.16989 -0.22912 -0.193 -0.046 0.236 -0.15
C 0.88806 -0.50946 1.02870 0.237 -0.120 -0.367 -0.21
C 1.84526 -1.40473 0.72182 -0.168 0.231 0.277 0.02
B 1.86892 -2.94233 1.10539 0.065 -0.263 -0.092 -0.68
O 1.75896 -3.87569 0.11485 0.076 0.138 -0.115 0.19
O 1.96156 -3.33891 2.40306 -0.556 0.198 -0.003 0.15
C 2.88416 -0.69873 -0.06868 0.005 -0.149 -0.217 -0.40
O 3.86696 -1.13533 -0.58105 0.010 0.121 0.045 0.18
O 2.53246 0.63585 -0.17046 0.051 0.091 -0.172 0.14
C 1.29870 0.79583 0.42714 -0.072 0.191 0.225 -0.43
O 0.73539 1.84756 0.41860 0.076 -0.075 -0.060 0.14
H -0.57944 -0.54321 4.73493 -0.140 -0.075 0.017 0.04
H -0.20982 1.15468 4.93991 -0.178 0.086 0.157 0.04
H -1.89839 0.64782 4.88812 0.005 -0.072 0.161 0.07
H -1.82919 1.13678 2.59435 -0.032 0.031 -0.049 0.08
H -0.09712 1.36423 2.68926 -0.124 0.129 -0.085 0.06
H -2.76451 -1.49860 1.45105 0.042 0.000 0.120 0.07
H -2.28084 -0.20496 0.38179 0.151 0.062 -0.041 0.08
H -1.01674 -1.71630 -1.03077 0.077 -0.085 0.013 0.05
H -2.51695 -2.56040 -0.66154 0.014 0.052 -0.122 0.07
H -1.07026 -3.01779 0.21575 0.124 -0.027 -0.065 0.05
H 1.76197 -3.49088 -0.76859 -0.077 -0.079 0.038 0.11
H 1.11926 -3.78626 2.63853 0.231 -0.135 0.105 0.07
C -1.36786 -4.80760 3.46404 0.022 0.094 0.045 -0.31
O -0.69301 -4.30962 2.57638 0.164 -0.174 0.027 -0.01
N -2.45163 -5.56160 3.23908 -0.101 -0.041 0.001 -0.19
C -3.23631 -6.12884 4.31684 -0.001 0.010 -0.130 -0.05
C -2.84318 -5.80940 1.85947 0.061 0.044 0.015 -0.03
H -1.14346 -4.66289 4.53227 0.036 -0.020 -0.019 0.14
H -3.24795 -7.21797 4.24830 -0.012 -0.007 0.035 0.09
H -4.26413 -5.76414 4.27536 -0.009 -0.008 0.035 0.09
H -2.80383 -5.84401 5.27344 0.015 0.010 0.009 0.08
H -2.03950 -6.31287 1.32222 -0.009 0.002 -0.017 0.10
H -3.05044 -4.86869 1.34878 -0.004 -0.007 -0.016 0.09
H -3.73387 -6.43196 1.84801 -0.014 -0.010 0.024 0.09
C 0.33803 3.44149 7.39383 -0.070 -0.016 0.005 -0.35
O -0.40938 3.33186 6.44240 -0.005 0.006 -0.001 0.01
N 1.67232 3.60252 7.29638 0.113 0.014 0.054 -0.20
C 2.52281 3.72780 8.46122 -0.003 -0.007 -0.155 -0.06
C 2.26606 3.64914 5.97037 -0.097 -0.010 0.027 -0.04
H -0.02091 3.41505 8.43712 0.012 0.010 -0.002 0.13
H 3.04790 4.68516 8.45329 0.012 -0.001 0.043 0.09
H 3.26201 2.92459 8.48623 0.012 0.005 0.043 0.09
H 1.91697 3.67101 9.36312 -0.017 -0.002 0.010 0.08
H 1.84731 4.47461 5.39459 0.013 -0.004 -0.023 0.09
H 2.06183 2.72502 5.42901 0.018 0.003 -0.023 0.09
H 3.34079 3.78154 6.06494 0.015 0.001 0.017 0.09
C -0.53731 1.14360 -2.62944 0.031 -0.021 0.047 -0.33
O -1.21582 0.14024 -2.47967 0.020 0.024 -0.021 0.01
N -0.32909 1.75308 -3.80858 -0.004 0.067 -0.106 -0.19
C 0.49382 2.93846 -3.91159 -0.064 -0.079 -0.073 -0.05
C -0.94480 1.20647 -5.01046 -0.061 -0.051 0.323 -0.03
H -0.02633 1.63876 -1.79124 -0.028 0.050 -0.008 0.11
H -0.08623 3.77637 -4.30555 0.030 0.026 0.008 0.09
H 1.34363 2.75875 -4.57490 0.020 0.034 0.017 0.08
H 0.87290 3.20806 -2.92768 0.005 -0.005 0.015 0.09
H -2.02971 1.19310 -4.89997 -0.005 -0.020 -0.038 0.10
H -0.60889 0.18520 -5.17914 0.004 -0.003 -0.071 0.10
H -0.67597 1.81342 -5.86547 0.032 0.025 -0.045 0.06
C 0.65394 1.79328 -8.28453 0.020 -0.061 0.068 -0.36
O -0.04443 0.82006 -8.07886 0.007 0.041 -0.071 0.01
N 0.85669 2.34557 -9.49469 0.053 0.092 -0.083 -0.20
C 1.70106 3.50729 -9.68265 -0.090 -0.105 -0.069 -0.06
C 0.20086 1.74539 -10.64487 -0.001 -0.027 0.091 -0.04
H 1.19502 2.31733 -7.47540 -0.008 0.005 -0.013 0.13
H 1.12814 4.33404 -10.10706 0.029 0.032 0.009 0.09
H 2.52973 3.27528 -10.35434 0.026 0.035 0.011 0.09
H 2.10833 3.82199 -8.72411 0.003 -0.002 0.019 0.08
H -0.88126 1.75880 -10.51474 -0.008 -0.010 -0.023 0.09
H 0.51215 0.70729 -10.76064 -0.012 -0.007 -0.022 0.09
H 0.46558 2.30500 -11.53828 0.013 0.019 -0.004 0.08